(1)
This record from OMol25 describes a molecular structure, C32H32NO6P2Ru in a non-equilibrium geometry. The level of theory is wB97M-V/def2-TZVPD.

Structure (XYZ):
```
74
Properties=species:S:1:pos:R:3:forces:R:3
Ru -0.19102 0.55651 -0.20297 -0.822 1.339 -0.638
O -3.21003 6.02840 -1.33064 -0.085 0.013 0.053
C -2.51526 4.89831 -1.16736 0.070 -0.051 0.003
C -1.37855 4.57662 -1.90115 -0.030 0.194 -0.086
C -0.74901 3.37871 -1.65290 0.086 -0.094 0.031
N -1.16223 2.52459 -0.72317 -0.326 0.004 0.240
C -2.25811 2.83654 -0.02193 0.124 0.010 0.060
C -2.96763 3.99469 -0.20348 -0.153 0.101 0.035
C -2.65172 1.81705 1.00299 0.038 -0.319 -0.180
O -3.55732 1.99112 1.78278 -0.053 -0.091 0.044
O -1.90413 0.72835 0.96846 -0.215 -0.409 -0.257
C 0.44099 2.91327 -2.44943 0.101 -0.186 -0.034
O 0.98443 3.65388 -3.23841 0.020 -0.065 0.018
O 0.73800 1.67584 -2.20113 -0.172 0.017 0.195
H -2.82386 6.58293 -2.01768 0.052 0.014 -0.050
H -0.96854 5.22533 -2.66709 -0.023 -0.041 0.016
H -3.85276 4.19395 0.38573 0.049 -0.004 -0.008
O -0.51048 -1.47367 2.03802 -0.284 0.221 -0.060
C 0.15396 -1.15231 0.83185 -0.188 -0.173 0.229
C 1.13801 -2.13042 0.52486 0.105 -0.292 0.117
C 1.38947 -3.29268 1.29021 -0.074 0.084 -0.040
C 2.34169 -4.19872 0.87138 -0.015 -0.030 0.046
C 3.06588 -3.99355 -0.30311 0.010 0.019 -0.032
C 2.84439 -2.84487 -1.05295 0.060 -0.036 -0.030
C 1.90381 -1.92180 -0.63529 -0.021 0.129 -0.040
P 1.54728 -0.35290 -1.46659 0.769 -0.983 0.204
C 1.05529 -0.89194 -3.11321 -0.213 0.155 -0.007
C -0.17995 -1.54843 -3.13209 0.178 0.047 -0.136
C -0.70375 -2.01353 -4.32571 0.029 -0.019 -0.010
C 0.00476 -1.82627 -5.50612 -0.031 0.003 0.005
C 1.22805 -1.17504 -5.48800 0.060 -0.006 -0.064
C 1.75731 -0.70255 -4.29482 0.057 0.064 0.047
C 3.04482 0.61575 -1.17289 -0.079 0.134 0.023
C 3.81773 1.24506 -2.13948 -0.088 0.029 -0.079
C 4.86529 2.06729 -1.75205 0.033 0.002 -0.049
C 5.13098 2.28211 -0.40821 0.022 0.022 0.035
C 4.36167 1.65580 0.56301 -0.021 -0.026 -0.035
C 3.32147 0.82276 0.18295 0.138 -0.087 -0.136
H 0.82804 -3.46167 2.19852 0.033 -0.051 -0.012
H 2.52782 -5.08713 1.46286 -0.016 0.028 -0.022
H 3.79779 -4.72286 -0.62396 -0.010 0.032 0.004
H 3.40808 -2.67400 -1.96416 -0.005 0.003 0.036
H -0.72555 -1.69330 -2.20756 -0.069 -0.079 0.089
H -1.65806 -2.52497 -4.34081 0.024 0.036 0.025
H -0.40326 -2.18507 -6.44211 0.018 0.004 0.014
H 1.77447 -1.02518 -6.41128 -0.017 -0.009 0.055
H 2.70531 -0.18313 -4.29751 -0.070 -0.082 -0.061
H 3.58876 1.12857 -3.18920 0.032 0.106 0.088
H 5.46515 2.55802 -2.50748 -0.021 -0.012 0.012
H 5.93505 2.94554 -0.11523 -0.007 -0.044 -0.017
H 4.57481 1.81395 1.61234 -0.024 -0.006 -0.016
H 2.73416 0.31220 0.93705 -0.033 -0.019 0.077
C -2.70219 -2.12621 5.32239 -0.006 0.099 -0.085
C -1.62482 -2.24613 4.23731 -0.084 0.014 -0.087
P -1.81185 -1.07177 2.86473 0.904 -0.432 0.200
C -3.35669 -1.64808 2.08350 0.146 0.593 -0.189
C -3.28157 -1.98324 0.58391 -0.019 0.032 0.037
C -1.56390 0.53167 3.69497 -0.222 -0.041 -0.281
C -0.51354 1.47896 3.09493 0.085 0.223 0.378
H -2.56888 -2.91043 6.06570 0.008 0.006 -0.025
H -3.70868 -2.22993 4.91079 0.044 -0.006 0.044
H -2.65072 -1.16888 5.84497 -0.009 -0.048 -0.042
H -1.64408 -3.23950 3.78413 0.026 -0.052 0.017
H -0.62734 -2.09834 4.65497 0.021 0.016 0.000
H -4.11847 -0.89297 2.28699 -0.051 -0.022 -0.014
H -3.60492 -2.54467 2.64899 -0.019 0.028 0.094
H -3.70821 -1.18967 -0.02114 0.021 0.093 0.005
H -3.84264 -2.89646 0.38958 -0.024 0.047 0.016
H -2.26209 -2.15194 0.24581 0.101 -0.051 0.004
H -1.26246 0.24349 4.70040 -0.051 -0.018 0.074
H -2.54055 1.01209 3.75863 -0.025 0.078 0.008
H 0.07908 1.01835 2.31200 0.202 -0.148 -0.002
H 0.18659 1.79254 3.86743 -0.043 0.022 0.060
H -0.97557 2.37395 2.68315 0.052 -0.029 0.084
```
Positions in Å, forces in eV/Å.

Output
HOMO-LUMO gap (alpha / beta) (eV): 6.9 / 7.1
⟨S²⟩: 6.043
F_max (eV/A): 1.696
Charge: +1
2S+1: 5
Total energy (hartree): -2522.1729
ΔE to the lowest compared entry with this formula, charge and spin (kcal per mole): 29.8

---

(2)
This record from OMol25 describes 2 unconnected molecules or ions with the total composition C32H33BrN4O4 in a non-equilibrium geometry. The level of theory is wB97M-V/def2-TZVPD.

Structure (XYZ):
```
74
Properties=species:S:1:pos:R:3:forces:R:3
C 1.55108 3.36961 5.31921 -0.011 0.259 0.448
C 1.94278 2.68937 4.05723 0.040 -0.082 -0.153
C 0.97252 2.21358 3.19212 0.444 0.058 0.117
C 1.30940 1.56359 2.02015 0.294 -0.213 -0.423
C 0.22318 1.06168 1.14205 -0.375 -0.492 -0.433
C 2.65712 1.40129 1.68592 -0.246 0.126 -0.368
N 3.01438 0.77010 0.42630 1.615 -1.700 -0.727
C 2.59435 1.09465 -0.80569 -2.575 2.869 -0.719
N 3.16094 0.32429 -1.74693 1.299 -1.299 1.522
C 2.89162 0.31609 -3.17550 -0.196 0.243 0.178
C 2.90724 1.52250 -3.87837 -0.012 -0.081 0.296
C 3.21021 2.79662 -3.18005 0.011 0.735 0.066
C 2.60072 1.52942 -5.22662 -0.016 -0.350 0.123
C 2.29595 0.36111 -5.90408 0.010 -0.126 0.169
C 1.98138 0.39492 -7.35723 -0.123 -0.102 -0.462
C 2.27833 -0.82981 -5.19722 0.108 0.439 -0.018
C 2.55666 -0.86717 -3.84186 0.167 0.286 0.462
C 2.46215 -2.15533 -3.11119 -0.046 -0.582 0.175
C 4.04362 -0.55201 -1.06203 -0.054 0.006 0.229
C 3.93306 -0.30084 0.26093 0.040 -0.012 -0.196
C 3.64620 1.89731 2.54092 -0.120 -0.232 -0.357
C 5.08547 1.78145 2.19395 0.594 0.010 -0.013
C 3.27572 2.52113 3.71933 -0.333 -0.103 -0.126
H 2.42973 3.69017 5.88335 -0.095 -0.011 -0.010
H 0.94664 4.25354 5.10443 -0.043 -0.030 0.094
H 0.96785 2.69713 5.95278 -0.024 0.106 0.012
H -0.06758 2.35259 3.43141 -0.319 0.001 0.057
H 0.61066 0.54290 0.26626 -0.187 0.212 0.079
H -0.41263 0.35828 1.68081 -0.134 0.099 0.141
H -0.39140 1.89233 0.79395 -0.073 -0.055 -0.080
H 3.22227 3.63375 -3.87773 0.085 -0.035 -0.152
H 2.45153 3.00331 -2.42507 0.164 -0.083 0.120
H 4.18212 2.75482 -2.68613 -0.048 0.024 0.145
H 2.58509 2.46646 -5.75465 0.056 0.281 -0.137
H 1.75773 -0.60496 -7.73490 0.013 0.086 -0.006
H 1.11270 1.02847 -7.54908 0.061 0.013 -0.069
H 2.82784 0.78829 -7.92449 -0.084 0.027 -0.049
H 2.02375 -1.74382 -5.70582 -0.060 -0.237 -0.090
H 2.09966 -2.95037 -3.76199 -0.034 0.052 -0.031
H 3.43474 -2.46659 -2.73442 -0.075 -0.125 0.082
H 1.77560 -2.07137 -2.26885 0.062 -0.038 0.127
H 4.70232 -1.26501 -1.52676 -0.113 0.016 -0.118
H 4.43294 -0.82714 1.05558 -0.053 0.132 0.095
H 5.70857 2.29507 2.92553 -0.055 0.036 0.017
H 5.40371 0.74031 2.17545 0.131 0.050 -0.071
H 5.28699 2.22035 1.21676 0.051 -0.103 -0.103
H 4.04181 2.89532 4.37680 0.201 0.087 0.142
C 4.18448 7.37619 -1.69613 -0.288 -0.395 -0.242
C 3.13768 7.43979 -0.60574 1.151 1.263 0.613
O 2.11875 6.51426 -0.87035 -1.989 -1.089 0.465
C 1.16791 6.54422 0.09604 -0.465 0.206 0.721
O 1.18006 7.27493 1.06239 0.030 -0.638 -0.868
N 0.10971 5.62322 -0.11898 1.210 0.544 -0.471
C -1.02175 5.41230 0.67152 -0.343 -0.241 0.082
C -1.44934 5.99476 1.86401 0.661 0.304 -0.186
C -2.62932 5.56509 2.41340 -0.199 -0.329 -0.263
C -3.39091 4.55985 1.79342 -0.195 0.189 0.456
C -2.98043 3.97958 0.62443 0.383 0.246 -0.027
Br -4.00483 2.62628 -0.17049 -0.155 -0.201 0.023
C -1.78091 4.40924 0.04357 -0.415 -0.254 -0.149
C -1.07419 4.03058 -1.14277 0.717 0.466 0.012
N -1.46519 3.03720 -2.14070 -0.319 -1.348 -1.361
O -2.41651 3.29567 -2.89016 1.290 0.069 1.209
O -0.82256 1.98061 -2.19967 -0.710 1.685 0.348
C 0.06304 4.77950 -1.20351 -0.767 -1.158 -0.717
H 5.00224 8.08014 -1.53980 -0.165 0.013 0.176
H 4.60062 6.36991 -1.75519 0.076 0.004 0.045
H 3.72791 7.58681 -2.66380 0.023 0.088 -0.017
H 3.54841 7.19804 0.38455 0.092 0.204 -0.273
H 2.66795 8.43064 -0.53325 0.326 -0.123 -0.022
H -0.84773 6.76067 2.31967 0.036 0.117 0.133
H -2.97753 6.00521 3.33450 -0.058 0.014 0.074
H -4.31731 4.23615 2.24382 -0.050 -0.017 0.039
H 0.80757 4.73674 -1.97998 0.186 0.217 0.216
```
Positions in Å, forces in eV/Å.

Output
HOMO-LUMO gap (eV): 7.9
F_max (eV/A): 3.922
Total energy (hartree): -4333.0860
ΔE to the lowest compared entry with this formula, charge and spin (kcal per mole): 0.0

---

(3)
This record from OMol25 describes a molecular structure, C32H33CaF6N4O6P2S6 in a non-equilibrium geometry. The level of theory is wB97M-V/def2-TZVPD.

Structure (XYZ):
```
90
Properties=species:S:1:pos:R:3:forces:R:3
Ca 0.08405 -0.45360 -0.11992 -0.606 1.227 -0.334
C 0.05238 3.50520 4.12715 0.042 0.246 0.029
S -0.30547 1.76826 4.40831 -0.013 -0.067 0.006
C -0.55143 1.13292 2.74358 0.132 0.182 0.042
S 0.19423 1.97854 1.39123 -0.136 -0.457 0.228
N -1.24521 0.05050 2.77690 0.086 0.070 -0.216
N -1.40853 -0.62252 1.59724 0.224 -0.446 0.019
C -2.24022 -1.78421 1.77559 -0.380 0.431 -0.401
C -2.33750 -2.53795 0.44278 0.163 -0.416 0.400
C -3.40641 -3.40224 0.18928 -0.154 -0.039 -0.095
C -3.46208 -4.09695 -1.00055 0.035 0.046 0.067
C -2.44954 -3.92327 -1.93804 0.110 0.056 0.000
C -1.40790 -3.08305 -1.60054 -0.037 -0.221 -0.103
N -1.33402 -2.44668 -0.43363 0.062 0.424 0.113
H 0.15875 3.95996 5.11543 -0.004 -0.051 0.015
H -0.75550 4.00911 3.59687 -0.031 -0.067 -0.018
H 0.97201 3.64805 3.56380 0.004 -0.072 -0.026
H -1.80532 -2.47890 2.51056 -0.129 0.077 0.133
H -4.19704 -3.45706 0.92244 0.000 -0.005 -0.003
H -4.30019 -4.75425 -1.20270 0.008 -0.004 -0.023
H -2.46165 -4.41503 -2.90156 -0.018 -0.012 -0.001
H -0.58495 -2.90808 -2.28618 -0.021 -0.013 -0.012
C -6.95395 1.05467 -1.36929 -0.089 -0.014 0.007
C -5.44038 1.08513 -1.41073 0.024 -0.073 0.031
O -4.95038 0.13416 -0.47415 0.112 0.247 -0.137
P -3.38430 0.28744 0.08996 0.225 -0.375 -0.292
S -3.92629 -1.33158 2.33215 -0.040 -0.076 0.074
S -2.24113 0.65168 -1.62660 -0.178 -0.114 0.326
O -3.47461 1.75984 0.77582 0.017 0.229 -0.011
C -4.44486 2.02575 1.78972 -0.024 -0.020 -0.009
C -3.74628 2.39232 3.07940 0.022 -0.008 -0.021
H -7.37674 1.77378 -2.07566 0.017 0.021 -0.026
H -7.31605 1.29964 -0.36937 0.024 0.009 0.018
H -7.32809 0.06197 -1.62521 0.029 -0.026 -0.001
H -5.06594 2.08489 -1.16838 -0.009 0.003 0.033
H -5.06274 0.83996 -2.40766 -0.015 -0.013 -0.002
H -5.09067 1.15555 1.92869 0.018 0.007 0.043
H -5.06781 2.85118 1.42002 0.033 0.011 0.011
H -3.21308 1.52634 3.47052 -0.024 -0.003 0.004
H -4.46893 2.74157 3.82229 -0.039 -0.012 0.012
H -3.01790 3.18439 2.89608 0.004 0.023 -0.002
F 0.72350 -4.00713 0.74108 -0.028 0.018 -0.109
C 1.57986 -3.74136 1.71764 -0.074 0.058 0.135
F 2.28884 -4.84789 1.96218 0.129 -0.065 -0.022
F 0.90471 -3.42449 2.81641 -0.039 0.012 0.051
S 2.70309 -2.34568 1.27767 0.146 -0.245 -0.088
O 1.87151 -1.17423 1.20345 -0.013 0.045 0.249
O 3.71327 -2.40364 2.28110 0.126 0.024 -0.045
N 3.23050 -2.78216 -0.13286 0.294 -0.271 0.052
S 2.91611 -2.09661 -1.49665 -0.056 -0.078 -0.114
O 1.58488 -1.54018 -1.63046 0.052 -0.080 0.003
O 4.00140 -1.31549 -1.99877 0.106 0.011 -0.169
C 2.81855 -3.58368 -2.58673 0.103 0.098 0.067
F 3.99962 -4.18800 -2.70569 0.215 -0.051 0.072
F 2.43003 -3.19976 -3.80089 -0.065 0.119 -0.181
F 1.94139 -4.46603 -2.12559 -0.172 -0.105 0.125
C 1.34167 0.61127 -6.21298 -0.023 -0.009 -0.045
C 0.29962 1.22448 -5.52988 -0.017 -0.001 -0.006
C 0.47512 1.65202 -4.22452 0.007 0.045 -0.049
C 1.70422 1.48994 -3.58108 0.075 0.085 -0.023
C 2.73521 0.84702 -4.26390 -0.074 -0.050 0.017
C 2.55432 0.41562 -5.57165 0.038 -0.004 0.019
P 1.76915 1.89802 -1.79644 -0.188 -0.311 0.165
C 3.53098 2.10817 -1.37055 0.034 -0.060 -0.011
C 3.84787 1.78209 -0.05124 -0.006 0.036 -0.052
C 5.15059 1.90619 0.40866 0.000 -0.017 0.051
C 6.14977 2.34840 -0.44364 0.067 0.010 -0.003
C 5.84384 2.68209 -1.75640 -0.013 0.008 -0.020
C 4.54084 2.56651 -2.21582 -0.020 0.001 0.036
C 1.13929 3.61283 -1.73630 -0.059 0.015 0.009
C 1.94498 4.74336 -1.84415 0.045 0.022 -0.083
C 1.39017 6.01062 -1.76406 0.022 0.054 0.001
C 0.02331 6.16239 -1.56998 -0.044 0.013 0.008
C -0.78109 5.04136 -1.43960 0.002 -0.012 0.005
C -0.22638 3.77058 -1.50799 -0.048 0.026 0.075
H 1.20017 0.26770 -7.23090 -0.001 0.000 0.001
H -0.66639 1.35339 -6.00244 0.007 -0.008 -0.015
H -0.36481 2.08743 -3.69595 0.003 0.021 0.043
H 3.66983 0.64100 -3.76369 0.053 -0.014 0.031
H 3.36687 -0.09019 -6.07990 -0.006 -0.002 -0.012
H 3.05909 1.44993 0.61754 0.000 -0.026 0.017
H 5.37860 1.64469 1.43419 0.014 -0.001 0.001
H 7.17042 2.43156 -0.08933 0.001 0.000 0.011
H 6.62013 3.03274 -2.42648 0.012 -0.004 0.011
H 4.31050 2.83460 -3.23880 -0.029 -0.001 -0.038
H 3.01530 4.64140 -1.97706 -0.029 -0.014 -0.003
H 2.03085 6.88155 -1.84205 -0.009 0.008 0.000
H -0.40853 7.15392 -1.49732 0.006 0.006 -0.001
H -1.84258 5.13697 -1.24850 -0.001 0.029 -0.003
H -0.86113 2.90587 -1.34022 0.012 -0.042 -0.036
```
Positions in Å, forces in eV/Å.

Output
HOMO-LUMO gap (alpha / beta) (eV): 4.6 / 4.7
⟨S²⟩: 0.761
F_max (eV/A): 1.409
Charge: -2
2S+1: 2
Total energy (hartree): -6258.5342
ΔE to the lowest compared entry with this formula, charge and spin (kcal per mole): 68.0